{"formula": "C78H188N12O22", "method": "wB97M-V/def2-TZVPD", "symbols": ["O", "O", "O", "O", "O", "O", "O", "O", "O", "O", "O", "O", "O", "O", "O", "O", "O", "O", "O", "O", "O", "O", "N", "N", "N", "N", "N", "N", "N", "N", "N", "N", "N", "N", "C", "C", "C", "C", "C", "C", "C", "C", "C", "C", "C", "C", "C", "C", "C", "C", "C", "C", "C", "C", "C", "C", "C", "C", "C", "C", "C", "C", "C", "C", "C", "C", "C", "C", "C", "C", "C", "C", "C", "C", "C", "C", "C", "C", "C", "C", "C", "C", "C", "C", "C", "C", "C", "C", "C", "C", "C", "C", "C", "C", "C", "C", "C", "C", "C", "C", "C", "C", "C", "C", "C", "C", "C", "C", "C", "C", "C", "C", "H", "H", "H", "H", "H", "H", "H", "H", "H", "H", "H", "H", "H", "H", "H", "H", "H", "H", "H", "H", "H", "H", "H", "H", "H", "H", "H", "H", "H", "H", "H", "H", "H", "H", "H", "H", "H", "H", "H", "H", "H", "H", "H", "H", "H", "H", "H", "H", "H", "H", "H", "H", "H", "H", "H", "H", "H", "H", "H", "H", "H", "H", "H", "H", "H", "H", "H", "H", "H", "H", "H", "H", "H", "H", "H", "H", "H", "H", "H", "H", "H", "H", "H", "H", "H", "H", "H", "H", "H", "H", "H", "H", "H", "H", "H", "H", "H", "H", "H", "H", "H", "H", "H", "H", "H", "H", "H", "H", "H", "H", "H", "H", "H", "H", "H", "H", "H", "H", "H", "H", "H", "H", "H", "H", "H", "H", "H", "H", "H", "H", "H", "H", "H", "H", "H", "H", "H", "H", "H", "H", "H", "H", "H", "H", "H", "H", "H", "H", "H", "H", "H", "H", "H", "H", "H", "H", "H", "H", "H", "H", "H", "H", "H", "H", "H", "H", "H", "H", "H", "H", "H", "H", "H", "H", "H", "H", "H", "H", "H", "H", "H", "H", "H", "H", "H", "H", "H", "H"], "positions_angstrom": [[-0.516, 6.676, -6.159], [0.382, 4.214, 0.527], [5.342, -6.122, -12.748], [-0.984, -5.647, -3.978], [1.612, 7.616, 4.034], [2.683, 0.314, 13.601], [2.596, -0.427, 8.451], [7.140, 7.745, -6.390], [-8.153, 5.256, 4.523], [7.993, 5.981, 3.349], [-0.135, 4.540, -10.423], [-4.732, -10.810, -4.942], [4.567, -1.883, -8.376], [-8.249, 7.969, 10.194], [4.640, -7.495, -5.587], [7.857, 2.676, -1.812], [-8.080, -2.407, -2.218], [-5.532, 3.750, 8.735], [5.597, -5.636, -1.024], [-2.600, -9.393, 1.449], [-6.184, -0.714, 5.807], [-4.097, -0.615, -5.049], [5.768, -5.019, -3.946], [3.893, -0.684, 11.136], [-6.685, 0.862, 8.091], [-8.069, 7.773, 7.237], [4.904, 6.405, 5.320], [-3.065, -8.499, 2.432], [4.119, -3.033, -11.073], [1.180, 4.964, -7.886], [0.060, 2.795, 0.677], [-4.922, -2.918, -3.341], [-2.764, -7.721, -4.775], [8.085, 5.416, -4.463], [1.250, 4.386, -10.248], [1.599, 1.971, -1.109], [-4.749, -12.079, -5.561], [-8.531, 9.067, 9.437], [-5.499, -2.374, -2.131], [7.569, 8.979, -6.909], [-5.104, -0.273, 6.666], [-1.181, -7.154, 2.220], [-3.863, 0.640, -5.694], [-1.647, 2.226, -1.104], [3.903, -8.176, -6.606], [0.302, 7.656, 4.518], [-7.656, 6.340, 5.192], [-5.529, -2.497, -4.571], [-5.351, -8.760, 1.794], [1.632, 5.962, -6.931], [3.545, -1.365, -9.247], [1.100, 0.542, 1.026], [2.427, 2.539, 1.181], [2.506, 7.079, 4.967], [3.903, -0.136, 8.729], [-4.377, -8.854, 2.942], [5.417, -6.341, -6.010], [-3.856, -7.328, 4.965], [4.001, 0.399, 10.184], [-4.307, 4.082, 9.347], [6.076, 5.772, 4.722], [-6.847, -3.019, -1.737], [4.007, -4.332, -11.724], [6.395, -6.478, -13.666], [6.978, 6.730, 3.956], [7.907, 4.000, -2.383], [8.293, 2.723, -0.448], [-7.302, 2.083, 8.602], [1.248, 1.988, 0.413], [0.589, 6.017, -5.714], [-0.794, 3.592, -11.202], [-5.410, 1.034, 7.388], [-3.712, -8.853, -4.555], [-8.350, -1.043, -1.774], [5.220, -5.581, 0.313], [-9.055, 5.561, 3.464], [-3.490, -10.100, -5.230], [-0.536, -6.778, -4.776], [1.868, 5.183, -9.169], [-2.000, -7.884, 3.258], [-6.575, 0.196, 4.716], [5.424, -4.739, -12.334], [-0.220, -4.439, -4.070], [-4.902, -7.792, 3.969], [-7.349, 8.127, 11.301], [3.130, -2.604, -10.112], [5.128, -0.805, -7.594], [-6.376, 2.926, 9.489], [4.639, -0.547, 12.384], [-0.319, -0.049, 0.950], [3.927, 7.071, 4.404], [-1.370, -8.032, -4.620], [-1.110, -8.906, 4.041], [6.062, -4.400, -1.559], [-8.712, 6.870, 6.224], [-2.631, -6.798, 4.177], [-1.819, 6.558, -5.497], [-2.309, 3.436, 1.062], [6.462, -5.865, -4.994], [-1.413, 1.072, 1.283], [-1.299, 2.379, 0.429], [8.828, 6.709, 2.429], [7.746, 4.070, -3.913], [-5.465, -0.991, -4.865], [4.004, 0.562, 13.239], [-4.290, -10.257, 3.615], [6.769, -4.468, -2.957], [1.755, 0.634, 8.117], [2.090, 1.143, 14.533], [8.151, 6.762, -6.494], [-9.084, 8.364, 8.156], [7.737, 5.394, -5.878], [-7.771, 8.870, 11.977], [-6.848, -0.329, 3.800], [-9.672, 9.064, 7.563], [6.626, 5.502, 5.623], [1.529, 3.336, -10.157], [-7.784, 2.655, 7.809], [-9.721, 7.583, 8.572], [7.096, -3.488, -3.305], [-4.736, -8.519, -4.720], [-2.291, 5.591, -5.669], [8.417, 9.248, -6.279], [2.746, -3.393, -9.465], [0.670, 1.913, -1.677], [-2.782, 0.675, -5.824], [1.006, 1.081, 14.629], [8.356, 4.603, -6.303], [6.723, 5.034, -6.053], [-7.288, 7.089, 4.491], [7.652, -5.096, -2.841], [1.549, 0.401, 2.009], [-0.015, 6.829, 5.153], [-6.726, -4.043, -2.090], [9.380, 2.802, -0.454], [-1.179, 1.368, -1.586], [-4.445, -12.724, -4.736], [-2.334, 4.384, 0.525], [-5.321, -10.613, 3.629], [-6.577, -2.799, -4.567], [7.054, -6.691, -4.600], [0.409, 5.046, -5.252], [-6.336, 8.388, 10.992], [5.935, -5.105, 0.984], [8.271, 7.176, 1.617], [3.481, -9.081, -6.170], [-4.783, -2.683, -1.369], [2.894, -0.747, 11.272], [7.882, 8.866, -7.947], [2.545, 5.605, -6.454], [-5.395, -6.951, 3.481], [-2.559, -8.790, 0.703], [-1.708, 6.784, -4.436], [2.169, 1.575, 8.478], [6.433, 7.232, 3.156], [8.417, 6.455, -7.505], [7.484, 7.421, 4.630], [-2.536, 7.242, -5.951], [-1.226, -8.446, -3.622], [2.477, 7.516, 5.965], [1.855, 2.998, -1.370], [-8.572, -0.479, -2.680], [5.659, -4.116, -13.196], [7.213, 4.582, -1.776], [2.206, 2.736, 2.230], [3.378, 1.276, 10.361], [-4.243, -0.039, 6.040], [7.146, -5.309, -5.635], [-0.468, -6.537, -5.837], [7.788, 3.537, 0.072], [9.274, 7.510, 3.018], [-3.367, -9.931, -6.300], [4.947, -6.529, 0.776], [-0.478, -0.530, -0.015], [4.562, -1.468, 12.961], [-3.791, -10.247, 4.584], [-7.440, 0.807, 4.972], [-3.641, -8.092, 5.712], [-5.791, 0.937, 4.562], [6.764, -3.982, -0.838], [-5.800, 2.411, 10.257], [-3.684, -9.004, -3.476], [4.452, -1.070, 8.605], [-3.928, -3.039, -3.476], [-1.992, -6.604, 5.038], [2.165, 2.168, 14.171], [4.977, 0.872, 10.297], [-2.709, 2.065, -1.291], [8.846, 4.522, -2.200], [-0.632, -7.813, 1.546], [-9.430, 4.598, 3.116], [5.636, -1.279, -6.754], [4.256, 8.094, 4.220], [5.816, 4.841, 4.219], [6.761, 9.691, -6.741], [-7.222, 0.336, 7.417], [0.038, 8.540, 5.099], [-0.370, -6.594, 2.685], [5.324, -3.598, -1.522], [7.355, 5.983, -4.057], [3.351, -4.308, -12.594], [-5.176, -9.549, 1.063], [-4.352, -6.554, 5.551], [-5.097, -3.150, -5.329], [-0.656, -9.591, 3.325], [-8.179, 1.800, 9.183], [-1.071, -8.846, -5.280], [-5.413, 1.903, 6.731], [4.800, -5.510, -6.353], [5.715, -0.391, 12.311], [5.057, -5.572, -3.489], [0.087, -4.315, -5.108], [2.951, 5.157, -9.047], [-9.848, 6.298, 3.587], [8.017, 1.818, 0.093], [-5.681, -8.260, 4.571], [-0.913, -3.636, -3.820], [-4.385, 4.462, 10.366], [3.628, -5.062, -11.008], [1.690, 6.208, -9.492], [2.775, -0.903, -8.629], [-1.760, -9.469, 4.710], [1.792, 4.599, -11.169], [-0.705, 2.663, -10.640], [-0.345, 7.738, 3.644], [-4.029, -12.274, -6.356], [-2.603, -10.680, -4.974], [4.580, -8.405, -7.429], [-4.368, 0.686, -6.659], [6.013, -6.559, -6.897], [-1.779, -6.643, 1.465], [-4.736, -1.110, 7.259], [-7.360, 7.294, 7.773], [-7.645, 9.642, 9.167], [0.780, 0.627, 8.604], [-1.861, 3.815, -11.208], [1.515, 0.712, 7.057], [3.897, 6.623, 3.410], [0.282, 4.442, 1.455], [-5.569, -1.287, -2.118], [-1.300, 1.354, 2.330], [-3.818, 4.871, 8.775], [6.583, -5.797, -14.495], [1.688, -0.085, 0.356], [-0.458, 3.465, -12.232], [3.242, 1.827, 1.047], [-7.359, 7.248, 11.945], [8.315, 3.215, -4.277], [4.342, 0.511, 7.971], [3.987, -0.593, -9.877], [-5.753, -12.411, -5.824], [1.665, 6.949, -7.392], [4.301, -4.996, 0.297], [-6.761, 6.075, 5.755], [-6.028, -0.319, -4.217], [-3.582, 3.267, 9.357], [-2.958, -6.899, -4.221], [2.284, 1.213, -1.488], [4.411, -0.098, -7.176], [0.500, -7.072, -4.607], [-9.246, 9.682, 9.982], [-0.310, -0.880, 1.655], [-0.317, -8.428, 4.616], [2.314, -2.279, -10.758], [-9.608, 7.389, 5.883], [4.862, 6.622, 6.306], [0.175, 4.926, -7.977], [4.561, 0.763, 14.154], [-4.591, 1.291, 8.060], [2.537, 1.075, 15.525], [4.141, 1.467, 12.645], [-8.420, 5.957, 2.671], [1.001, 6.547, -4.855], [-3.795, -11.007, 2.998], [7.304, -6.497, -13.066], [0.617, -4.377, -3.376], [-6.995, 3.569, 10.115], [-6.885, -3.163, -0.657], [5.001, -2.870, -10.609], [-1.414, 3.176, -1.585], [-7.559, -0.528, -1.229], [-1.940, 3.601, 2.075], [2.952, 3.378, 0.724], [-9.298, -1.007, -1.236], [2.216, 6.046, 5.158], [6.213, -7.476, -14.066], [3.009, -7.641, -6.927], [-5.273, -7.803, 1.279], [-4.228, 1.469, -5.087], [-6.392, -8.829, 2.110], [-9.104, 6.014, 6.772], [6.238, -4.704, -11.609], [9.091, 7.132, -6.086], [5.898, -0.262, -8.142], [9.491, 6.026, 1.899], [-6.036, -0.795, -5.772], [-2.348, 0.511, 1.266], [-3.331, 3.063, 1.123], [6.704, 3.787, -4.060], [-2.808, -5.823, 3.723]], "mulliken_charge": [-0.33, -0.48, -0.31, -0.28, -0.32, -0.32, -0.39, -0.27, -0.29, -0.31, -0.31, -0.33, -0.25, -0.27, -0.32, -0.35, -0.38, -0.24, -0.30, -0.49, -0.46, -0.23, -0.34, -0.31, -0.46, -0.40, -0.17, 0.62, -0.30, -0.39, 0.48, -0.10, -0.33, -0.39, -0.62, -1.56, -0.78, -0.63, -0.38, -0.72, -0.66, -2.18, -0.82, -2.12, -0.68, -0.81, -0.40, -1.00, -2.08, -0.53, -0.65, -1.10, -2.02, -0.59, -0.64, 1.39, -0.58, -0.81, -0.52, -0.85, -0.78, -0.73, -0.52, -0.72, -0.27, -0.61, -0.68, -0.69, 1.39, -0.74, -0.76, -0.13, -0.60, -0.71, -0.74, -0.78, -0.43, -0.69, -0.58, 1.50, -0.67, -0.44, -0.63, -1.15, -0.82, -0.69, -0.77, -0.63, -0.82, -0.78, -0.36, -0.51, -1.63, -0.71, -0.58, -1.04, -0.70, -1.92, -0.69, -1.11, 1.59, -0.72, -0.60, -0.45, -0.41, -1.77, -0.59, -0.73, -0.79, -0.63, -0.59, -0.58, 0.35, 0.29, 0.38, 0.33, 0.34, 0.30, 0.33, 0.29, 0.34, 0.27, 0.32, 0.34, 0.33, 0.22, 0.27, 0.43, 0.37, 0.33, 0.31, 0.48, 0.33, 0.39, 0.30, 0.38, 0.29, 0.37, 0.50, 0.33, 0.37, 0.39, 0.30, 0.29, 0.30, 0.24, 0.43, 0.26, 0.30, 0.28, 0.42, 0.35, 0.30, 0.31, 0.35, 0.36, 0.23, 0.25, 0.28, 0.32, 0.39, 0.23, 0.32, 0.34, 0.50, 0.31, 0.38, 0.36, 0.38, 0.25, 0.31, 0.35, 0.25, 0.31, 0.33, 0.33, 0.24, 0.37, 0.28, 0.52, 0.44, 0.27, 0.30, 0.16, 0.42, 0.33, 0.49, 0.46, 0.39, 0.45, 0.23, 0.21, 0.22, 0.25, 0.24, 0.30, 0.32, 0.42, 0.38, 0.23, 0.16, 0.42, 0.40, 0.40, 0.34, 0.44, 0.33, 0.20, 0.37, 0.36, 0.28, 0.33, 0.37, 0.31, 0.27, 0.44, 0.12, 0.35, 0.34, 0.32, 0.48, 0.32, 0.42, 0.33, 0.26, 0.33, 0.36, 0.31, 0.32, 0.40, 0.47, 0.37, 0.28, 0.36, 0.27, 0.24, 0.28, 0.30, 0.33, 0.19, 0.42, 0.23, 0.30, 0.28, 0.29, 0.48, 0.25, 0.36, 0.37, 0.36, 0.26, 0.37, 0.31, 0.26, 0.36, 0.31, 0.26, 0.35, 0.31, 0.42, 0.41, 0.42, 0.43, 0.39, 0.36, 0.21, 0.29, 0.45, 0.22, 0.30, 0.31, 0.33, 0.49, 0.34, 0.31, 0.27, 0.43, 0.38, 0.24, 0.45, 0.31, 0.46, 0.33, 0.30, 0.34, 0.25, 0.25, 0.45, 0.31, 0.42, 0.26, 0.34, 0.34, 0.30, 0.24, 0.46, 0.49, 0.40, 0.32, 0.37], "mol_weight_g_mol": 1646.42, "total_charge": 0, "de_lowest_kj_mol": 737.6, "e_homo_ev": -7.82, "gap_ev": 7.85}